C40H41BF4GaN3O5P2S as an isolated structure, computed with ωB97M-V/def2-TZVPD.

HOMO energy, eV: -8.46
Orbital gap, eV: 8.8
Strongest force on any atom, hartree/bohr: 0.02444
LUMO, eV: 0.3

The geometry in ORCA input format:
```
! RIJCOSX wB97M-V def2-TZVPD def2/J DEFGRID3
* xyz 0 1
Ga 1.799 0.884 -0.701
C 4.700 3.335 6.146
C 4.720 2.926 4.710
C 4.758 3.839 3.664
C 4.722 3.434 2.345
C 4.714 2.075 2.050
C 4.722 1.152 3.087
C 4.695 1.574 4.396
S 4.794 1.443 0.390
O 4.833 0.008 0.532
O 5.908 2.073 -0.269
N 3.411 1.936 -0.345
C 3.567 2.854 -1.476
C 2.474 2.634 -2.566
O 2.267 3.452 -3.441
O 1.845 1.485 -2.518
H 4.981 4.371 6.324
H 5.350 2.708 6.761
H 3.682 3.225 6.547
H 4.816 4.890 3.886
H 4.765 4.185 1.556
H 4.744 0.103 2.849
H 4.690 0.868 5.205
H 4.556 2.762 -1.921
H 3.486 3.908 -1.184
N 2.718 -1.839 -0.087
C 3.149 -2.974 -0.588
C 3.363 -2.765 -1.937
C 3.022 -1.438 -2.150
N 2.634 -0.896 -1.020
H 2.462 -1.587 0.863
H 3.311 -3.821 0.052
H 3.701 -3.484 -2.651
H 3.073 -0.859 -3.057
C -1.441 3.967 -0.695
C -0.022 3.643 -0.447
C 0.951 4.753 -0.352
O 0.269 2.457 -0.330
H -1.578 4.998 -0.996
H -1.981 3.804 0.228
H -1.813 3.298 -1.468
H 0.485 5.595 0.142
H 1.190 5.121 -1.358
H 1.868 4.448 0.171
F 1.247 -0.702 3.202
B 0.937 0.515 2.654
F 1.544 0.303 1.156
F 1.563 1.596 3.158
F -0.380 0.694 2.358
C -2.154 0.022 -0.405
P -0.552 -0.405 -1.213
C -0.954 -0.457 -3.000
C -1.598 -1.495 -3.670
C -2.016 -1.345 -4.986
C -1.804 -0.140 -5.669
C -1.152 0.901 -5.009
C -0.746 0.734 -3.676
C -0.280 -2.118 -0.625
C -0.255 -2.290 0.755
C 0.040 -3.513 1.321
C 0.281 -4.635 0.533
C 0.247 -4.474 -0.848
C 0.030 -3.220 -1.413
P -3.634 -0.822 -1.118
C -3.554 -2.533 -0.444
C -3.636 -3.579 -1.361
C -3.622 -4.903 -0.939
C -3.541 -5.172 0.421
C -3.467 -4.141 1.345
C -3.453 -2.829 0.920
C -5.052 -0.274 -0.059
C -5.104 0.758 0.870
C -6.260 1.014 1.617
C -7.393 0.253 1.394
C -7.367 -0.761 0.464
C -6.224 -1.017 -0.277
H -2.328 1.087 -0.617
H -1.991 -0.057 0.667
H -1.779 -2.399 -3.149
H -2.521 -2.156 -5.465
H -2.162 -0.050 -6.689
H -0.968 1.854 -5.512
H -0.173 1.532 -3.220
H -0.442 -1.441 1.370
H 0.087 -3.601 2.413
H 0.561 -5.574 0.960
H 0.507 -5.326 -1.473
H 0.069 -3.116 -2.495
H -3.740 -3.379 -2.418
H -3.705 -5.678 -1.673
H -3.480 -6.198 0.749
H -3.386 -4.376 2.402
H -3.342 -2.034 1.641
H -4.230 1.348 1.082
H -6.249 1.796 2.361
H -8.281 0.437 1.953
H -8.243 -1.382 0.329
H -6.250 -1.798 -1.026
*
```

C40H41Cl5NO3P2Ru as an isolated structure, computed with ωB97M-V/def2-TZVPD.

Energy above the lowest of the compared OMol25 structures with the same formula, charge and spin, kcal per mole: 0.4
HOMO energy (spin up / spin down), eV: -13.44 / -13.66
Orbital gap (spin up / spin down), eV: 7.4 / 6.6
Strongest force on any atom, hartree/bohr: 0.01824
LUMO (spin up / spin down), eV: -6.1 / -7.1

The geometry in ORCA input format:
```
! RIJCOSX wB97M-V def2-TZVPD def2/J DEFGRID3
* xyz 2 2
Ru 0.113 -0.289 -0.346
Cl -1.032 -2.012 2.606
C -1.491 -2.560 1.037
C -0.962 -1.969 -0.113
C -1.210 -2.641 -1.310
Cl -0.355 -2.121 -2.736
C -2.045 -3.742 -1.416
Cl -2.315 -4.489 -2.932
C -2.658 -4.231 -0.262
Cl -3.719 -5.564 -0.358
C -2.359 -3.651 0.972
Cl -3.048 -4.303 2.398
O 2.290 -1.980 0.449
N 1.460 -1.002 0.973
C 1.774 -0.717 2.177
C 1.212 0.284 3.074
C 1.910 0.441 4.275
C 1.509 1.367 5.222
C 0.396 2.157 4.981
C -0.312 2.006 3.798
C 0.075 1.069 2.845
P -0.880 1.010 1.316
C -0.491 2.608 0.581
C 0.844 2.716 0.179
C 1.302 3.863 -0.449
C 0.426 4.921 -0.653
C -0.891 4.835 -0.213
C -1.358 3.681 0.402
C -2.622 0.926 1.770
C -3.021 0.464 3.026
C -4.368 0.393 3.345
C -5.327 0.787 2.423
C -4.939 1.263 1.179
C -3.594 1.331 0.854
H 1.740 -2.797 0.269
H 2.596 -1.300 2.578
H 2.782 -0.173 4.463
H 2.066 1.471 6.144
H 0.078 2.891 5.709
H -1.179 2.630 3.616
H 1.549 1.921 0.406
H 2.340 3.933 -0.753
H 0.774 5.828 -1.131
H -1.558 5.677 -0.343
H -2.381 3.634 0.749
H -2.289 0.165 3.762
H -4.666 0.032 4.320
H -6.377 0.732 2.679
H -5.683 1.590 0.464
H -3.299 1.710 -0.112
C 0.036 -6.390 -0.108
C 1.105 -5.343 -0.098
C 2.528 -5.793 -0.205
O 0.807 -4.160 0.002
H 0.309 -7.235 -0.738
H -0.918 -5.968 -0.419
H -0.068 -6.767 0.914
H 2.708 -6.652 0.443
H 3.218 -4.987 0.032
H 2.704 -6.134 -1.228
C 1.567 0.697 -3.587
P 2.104 0.107 -1.952
C 3.125 -1.345 -2.363
C 3.349 1.317 -1.408
C 3.877 2.266 -2.284
C 4.863 3.145 -1.855
C 5.331 3.086 -0.550
C 4.820 2.137 0.324
C 3.838 1.257 -0.103
H 2.355 0.527 -4.320
H 1.332 1.759 -3.552
H 0.682 0.148 -3.901
H 3.810 -1.050 -3.159
H 2.514 -2.182 -2.696
H 3.697 -1.639 -1.486
H 3.535 2.332 -3.308
H 5.268 3.873 -2.545
H 6.099 3.772 -0.218
H 5.192 2.077 1.338
H 3.467 0.506 0.583
C -3.596 0.793 -2.879
C -2.854 2.126 -2.757
C -1.421 1.668 -2.596
O -1.512 0.496 -1.741
C -2.759 -0.198 -2.066
H -3.618 0.485 -3.924
H -4.626 0.837 -2.529
H -3.172 2.706 -1.891
H -2.982 2.751 -3.639
H -0.763 2.384 -2.116
H -1.008 1.373 -3.561
H -3.214 -0.489 -1.124
H -2.536 -1.092 -2.643
*
```

C40H42AsLiN3O2P2STe as an isolated structure, computed with ωB97M-V/def2-TZVPD.

Energy above the lowest of the compared OMol25 structures with the same formula, charge and spin, kcal per mole: 57.4
HOMO energy, eV: -4.72
Orbital gap, eV: 7.0
Strongest force on any atom, hartree/bohr: 0.00768
LUMO, eV: 2.3

The geometry in ORCA input format:
```
! RIJCOSX wB97M-V def2-TZVPD def2/J DEFGRID3
* xyz -1 1
Li 0.564 -0.099 -0.975
Te -1.161 2.800 2.906
C -1.325 1.541 4.613
C -0.252 0.837 5.153
C -0.452 0.050 6.276
N -1.620 -0.067 6.912
C -2.634 0.634 6.411
C -2.541 1.433 5.279
C -0.475 1.597 1.339
P 1.023 2.008 0.501
C 1.094 3.838 0.322
C 0.647 4.364 -0.889
C 0.570 5.735 -1.092
C 0.952 6.606 -0.082
C 1.407 6.098 1.128
C 1.475 4.726 1.328
C 2.430 1.658 1.627
C 2.376 0.504 2.407
C 3.469 0.090 3.155
C 4.647 0.822 3.133
C 4.724 1.961 2.344
C 3.630 2.369 1.593
P -1.555 0.737 0.245
C -2.983 1.806 -0.220
C -3.031 2.259 -1.538
C -4.032 3.120 -1.967
C -5.011 3.539 -1.078
C -4.982 3.093 0.237
C -3.977 2.235 0.660
C -2.468 -0.501 1.271
C -3.835 -1.003 0.878
C -4.328 -2.244 1.671
C -3.869 -2.246 3.101
C -2.714 -1.663 3.422
C -1.963 -0.860 2.456
H 0.732 0.903 4.711
H 0.378 -0.512 6.694
H -3.584 0.545 6.929
H -3.422 1.946 4.913
H 0.349 3.686 -1.682
H 0.214 6.121 -2.039
H 0.895 7.677 -0.235
H 1.700 6.772 1.924
H 1.817 4.340 2.280
H 1.461 -0.077 2.406
H 3.401 -0.814 3.750
H 5.502 0.501 3.715
H 5.643 2.534 2.305
H 3.716 3.251 0.970
H -2.272 1.922 -2.237
H -4.049 3.458 -2.996
H -5.795 4.208 -1.409
H -5.743 3.419 0.936
H -3.953 1.911 1.694
H -4.546 -0.193 1.076
H -5.418 -2.263 1.623
H -4.450 -2.805 3.825
H -2.330 -1.723 4.434
H -1.004 -0.458 2.753
O 3.670 -1.792 -2.427
C 2.998 -0.770 -2.577
O 1.856 -0.521 -2.085
H 3.393 0.017 -3.257
C 0.905 -3.657 -1.559
As 0.819 -2.608 0.087
C -0.165 -3.930 1.151
C 2.627 -2.984 0.725
H 1.117 -4.703 -1.326
H 1.702 -3.237 -2.169
H -0.049 -3.581 -2.080
H 0.373 -4.880 1.171
H -1.128 -4.076 0.659
H -0.328 -3.574 2.169
H 2.835 -4.053 0.663
H 2.733 -2.646 1.756
H 3.320 -2.443 0.081
C -4.079 -5.683 0.121
C -4.573 -4.266 0.202
C -5.642 -3.873 -0.550
C -6.092 -2.529 -0.878
N -5.388 -1.463 -0.861
C -4.056 -1.373 -0.577
S -2.899 -1.661 -1.687
N -3.878 -3.500 1.072
C -7.502 -2.408 -1.399
H -4.647 -6.252 -0.610
H -4.138 -6.175 1.094
H -3.031 -5.685 -0.189
H -6.190 -4.668 -1.041
H -3.050 -3.897 1.486
H -8.172 -3.123 -0.922
H -7.499 -2.611 -2.474
H -7.870 -1.396 -1.249
*
```

C40H42BiN3O4Se3Te2 as an isolated structure, computed with ωB97M-V/def2-TZVPD.

Energy above the lowest of the compared OMol25 structures with the same formula, charge and spin, kcal per mole: 10.2
HOMO energy, eV: -2.34
Orbital gap, eV: 6.2
Strongest force on any atom, hartree/bohr: 0.01096
LUMO, eV: 3.9

The geometry in ORCA input format:
```
! RIJCOSX wB97M-V def2-TZVPD def2/J DEFGRID3
* xyz -2 1
Bi 0.519 0.217 2.226
O 3.004 -0.876 5.856
C 2.578 -0.671 4.722
O 1.360 -0.612 4.354
C 3.601 -0.526 3.600
C 4.958 -0.668 3.842
C 5.825 -0.646 2.761
C 5.308 -0.511 1.483
C 3.936 -0.355 1.333
N 3.119 -0.338 2.377
C 3.316 -0.220 -0.053
O 4.022 -0.564 -1.005
O 2.151 0.276 -0.089
H 5.287 -0.803 4.862
H 6.893 -0.758 2.911
H 5.924 -0.528 0.595
C -4.379 0.836 4.204
C -3.975 0.363 2.806
C -5.004 -0.650 2.293
C -3.788 1.514 1.834
C -4.688 2.574 1.842
C -4.539 3.652 0.985
C -3.474 3.677 0.103
C -2.545 2.642 0.066
C -1.434 2.678 -0.958
C -1.990 2.268 -2.326
C -0.757 4.047 -1.031
C -2.709 1.557 0.932
N -1.768 0.491 0.939
C -2.159 -0.601 0.361
C -1.586 -1.890 0.432
C -2.147 -3.026 -0.180
C -1.346 -4.095 0.190
C -0.333 -3.554 1.018
N -0.480 -2.238 1.176
C 0.771 -4.338 1.692
C 1.400 -5.307 0.684
C 1.853 -3.400 2.219
C 0.175 -5.136 2.861
H -4.307 0.004 4.908
H -5.410 1.198 4.223
H -3.721 1.630 4.556
H -3.013 -0.144 2.904
H -5.967 -0.160 2.122
H -5.151 -1.444 3.030
H -4.688 -1.117 1.361
H -5.518 2.561 2.537
H -5.251 4.469 1.008
H -3.350 4.518 -0.569
H -0.676 1.945 -0.674
H -2.796 2.945 -2.625
H -2.393 1.253 -2.298
H -1.206 2.301 -3.085
H -1.348 4.750 -1.626
H 0.224 3.944 -1.498
H -0.607 4.468 -0.036
H -3.072 -0.556 -0.244
H -3.033 -3.041 -0.800
H -1.469 -5.130 -0.094
H 1.810 -4.759 -0.166
H 0.666 -6.022 0.306
H 2.210 -5.869 1.157
H 2.251 -2.785 1.411
H 2.675 -3.978 2.651
H 1.463 -2.736 2.991
H -0.540 -5.879 2.500
H -0.343 -4.467 3.549
H 0.965 -5.654 3.414
Se -0.863 1.301 4.358
Se -1.520 3.399 3.593
Te 0.800 4.349 3.381
Se 1.620 2.648 1.696
Te 2.239 1.710 -2.540
C 1.848 2.670 -4.414
C 1.582 2.043 -5.630
C 1.377 2.782 -6.788
C 1.435 4.168 -6.762
C 1.692 4.808 -5.556
C 1.892 4.067 -4.401
C 1.724 -0.220 -3.197
C 0.672 -0.878 -2.568
C 0.338 -2.173 -2.937
C 1.045 -2.815 -3.945
C 2.108 -2.169 -4.561
C 2.457 -0.882 -4.174
H 1.514 0.963 -5.676
H 1.173 2.268 -7.720
H 1.273 4.743 -7.665
H 1.726 5.890 -5.512
H 2.083 4.586 -3.468
H 0.140 -0.393 -1.759
H -0.460 -2.684 -2.416
H 0.783 -3.826 -4.232
H 2.686 -2.676 -5.325
H 3.328 -0.406 -4.609
*
```

C40H42FN6O5S4SiTi as an isolated structure, computed with ωB97M-V/def2-TZVPD.

Energy above the lowest of the compared OMol25 structures with the same formula, charge and spin, kcal per mole: 14.9
HOMO energy (spin up / spin down), eV: -7.47 / -7.52
Orbital gap (spin up / spin down), eV: 7.4 / 7.4
Strongest force on any atom, hartree/bohr: 0.02638
LUMO (spin up / spin down), eV: -0.1 / -0.2

The geometry in ORCA input format:
```
! RIJCOSX wB97M-V def2-TZVPD def2/J DEFGRID3
* xyz 0 2
Ti -0.073 -0.025 -0.095
S -1.392 0.419 4.224
C 0.123 -0.418 4.349
C 0.814 -0.791 5.497
C 1.990 -1.501 5.345
C 2.454 -1.848 4.072
C 1.771 -1.469 2.934
C 0.603 -0.719 3.072
N -0.203 -0.256 2.038
C -1.291 0.313 2.491
C -2.321 0.797 1.588
C -3.523 1.321 2.074
C -4.492 1.734 1.184
C -4.239 1.637 -0.182
C -3.033 1.137 -0.647
C -2.032 0.676 0.214
H 0.433 -0.543 6.478
H 2.549 -1.799 6.220
H 3.360 -2.431 3.975
H 2.111 -1.749 1.946
H -3.705 1.382 3.141
H -5.437 2.120 1.543
H -4.995 1.960 -0.888
H -2.869 1.097 -1.718
C 2.687 -2.353 -1.512
C 3.251 -1.229 -0.720
N 2.591 -0.418 0.064
C 3.459 0.461 0.688
C 4.763 0.332 0.338
S 4.946 -0.943 -0.774
C 2.998 1.439 1.677
C 3.753 1.897 2.711
S 2.887 3.085 3.575
C 1.555 2.897 2.487
N 1.747 1.992 1.576
C 0.336 3.746 2.638
H 1.726 -2.644 -1.102
H 3.372 -3.201 -1.506
H 2.547 -2.037 -2.544
H 5.594 0.936 0.655
H 4.737 1.584 3.012
H 0.589 4.801 2.521
H -0.105 3.618 3.625
H -0.391 3.462 1.882
O -0.230 2.579 -0.259
S -1.148 3.588 -0.895
C -1.098 3.311 -2.695
C 0.003 4.193 -3.266
C -0.092 5.507 -2.495
C -0.150 5.115 -1.022
H -2.083 3.591 -3.075
H -0.948 2.238 -2.825
H -0.112 4.330 -4.341
H 0.971 3.723 -3.092
H -1.003 6.042 -2.776
H 0.752 6.169 -2.690
H -0.582 5.873 -0.373
H 0.827 4.814 -0.638
C -0.148 -2.907 -3.315
Si -0.831 -1.167 -3.096
C -2.586 -1.426 -2.495
C -1.029 -0.444 -4.840
N 0.127 -0.077 -2.095
C 1.284 0.488 -2.664
C 1.875 0.008 -3.848
C 3.036 0.553 -4.375
C 3.682 1.602 -3.740
C 3.128 2.089 -2.564
C 1.958 1.558 -2.048
H -0.856 -3.451 -3.945
H -0.077 -3.439 -2.366
H 0.824 -2.952 -3.805
H -2.925 -2.372 -2.925
H -3.248 -0.644 -2.866
H -2.706 -1.494 -1.415
H -2.077 -0.505 -5.136
H -0.450 -0.990 -5.586
H -0.724 0.602 -4.896
H 1.426 -0.826 -4.366
H 3.441 0.138 -5.289
H 4.591 2.025 -4.146
H 3.612 2.901 -2.033
H 1.560 1.980 -1.133
F -3.859 -2.948 4.689
C -3.377 -3.782 3.757
C -2.239 -3.512 3.118
N -1.696 -4.359 2.180
C -0.590 -3.889 1.377
C -0.947 -2.625 0.607
O -2.092 -2.210 0.632
O 0.055 -2.055 0.019
C -2.353 -5.514 1.796
O -1.952 -6.258 0.930
N -3.507 -5.775 2.509
C -4.148 -4.979 3.459
O -5.207 -5.298 3.943
H -1.679 -2.613 3.341
H -0.318 -4.679 0.678
H 0.272 -3.685 2.017
H -4.003 -6.612 2.229
*
```